(1)
55
Properties=species:S:1:pos:R:3:lowdin_charge:R:1 method="wB97M-V/def2-TZVPD" e_lumo_ev=0.18 e_tot_ha=-1546.60753 e_above_lowest_ev=1.805
S -3.879 -1.000 -6.537 1.09
O -2.589 -1.561 -0.482 0.05
O -1.619 -0.022 -4.966 0.03
N 1.876 1.526 -2.206 -0.12
N 1.749 0.347 3.680 -0.20
N -0.445 -1.140 0.091 0.08
N -2.269 -0.844 -2.935 0.14
C 2.084 2.690 4.319 -0.08
C 2.564 2.254 -1.295 -0.09
C 3.236 -0.988 5.106 -0.08
C -1.276 -0.405 -2.062 -0.12
C -3.644 -1.202 -4.833 -0.44
C 0.685 1.126 -1.656 -0.24
C -4.684 -1.889 -4.262 -0.11
C -5.368 -1.842 -6.459 -0.41
C -0.175 -0.826 2.530 -0.16
C -0.291 0.432 -2.448 0.05
C -0.516 -1.779 1.385 -0.17
C 1.323 -0.465 2.563 -0.20
C 0.629 1.648 -0.370 -0.07
C -1.502 -1.052 -0.730 -0.41
C -2.418 -0.626 -4.268 -0.49
C -5.670 -2.254 -5.196 -0.18
C 1.850 -0.366 4.942 -0.26
C 1.816 2.358 -0.149 -0.09
C 2.327 1.207 -3.531 -0.01
C 1.116 1.649 3.762 -0.26
H -4.757 -2.128 -3.215 0.11
H 3.997 -0.217 5.031 0.07
H 2.091 2.886 0.742 0.09
H -0.270 0.669 -3.504 0.10
H 3.342 1.578 -3.662 0.09
H 3.536 2.650 -1.518 0.11
H 1.588 0.077 1.650 0.10
H -0.774 0.080 2.433 0.11
H 1.623 3.675 4.304 0.07
H 3.421 -1.727 4.331 0.06
H -0.451 -1.310 3.468 0.11
H 1.685 0.340 5.758 0.11
H 0.421 -0.698 -0.175 0.12
H 2.366 2.457 5.342 0.06
H -5.942 -1.986 -7.353 0.06
H 1.086 -1.153 5.032 0.11
H -6.562 -2.797 -4.942 0.10
H 1.682 1.669 -4.282 0.10
H 0.200 1.631 4.377 0.12
H 2.986 2.711 3.713 0.07
H 0.166 -2.637 1.402 0.13
H 2.319 0.127 -3.691 0.10
H -0.203 1.564 0.301 0.11
H -2.976 -1.378 -2.432 0.12
H -1.541 -2.143 1.488 0.12
H 3.317 -1.475 6.074 0.07
H 0.833 1.947 2.751 0.10
H 1.908 -1.389 2.585 0.12

***

(2)
55
Properties=species:S:1:pos:R:3:lowdin_charge:R:1 method="wB97M-V/def2-TZVPD" e_lumo_ev=0.57 e_tot_ha=-1551.25211 e_above_lowest_ev=0.000 smiles="CCCO[P@](=O)(c1ccc(N(C)C)cc1)[C@@H](O)c1cc(OC)ccc1OC"
P 1.728 -1.044 -0.016 0.70
O 1.987 -0.058 1.241 -0.23
O 2.953 -1.695 -0.513 -0.28
O -1.504 -1.840 -0.905 -0.10
O -1.975 0.198 4.214 -0.09
O 1.297 -2.878 1.821 -0.03
N -1.348 2.121 -4.056 -0.19
C -1.674 -1.314 0.350 -0.25
C -0.711 1.717 -1.758 -0.02
C 3.290 0.465 1.462 -0.23
C 3.477 -0.745 3.675 -0.10
C 0.960 -0.328 -2.571 -0.06
C -0.608 1.431 -3.131 -0.24
C -1.816 -0.331 2.965 -0.27
C 0.837 -0.038 -1.220 -0.26
C -2.774 -0.575 0.764 -0.01
C -1.153 1.879 -5.465 -0.07
C -2.063 3.312 -3.663 -0.07
C -2.480 -1.560 -1.878 -0.08
C -2.841 -0.086 2.056 0.00
C 4.136 -0.459 2.332 -0.23
C 0.258 0.392 -3.513 -0.02
C -0.716 -1.074 2.555 0.05
C -0.006 0.991 -0.824 -0.07
C 0.573 -2.278 0.784 -0.33
C -0.641 -1.558 1.262 -0.14
C -0.949 -0.009 5.154 -0.09
H -1.858 2.479 -6.035 0.08
H 3.307 0.180 4.222 0.07
H 3.796 0.629 0.505 0.12
H 4.110 -1.393 4.278 0.07
H -0.138 2.135 -5.791 0.10
H -2.855 3.069 -2.950 0.09
H -1.342 0.829 -5.700 0.09
H -3.587 -0.367 0.087 0.11
H -1.272 0.501 6.060 0.09
H 2.166 -3.108 1.462 0.09
H 5.109 0.015 2.480 0.11
H 0.294 -3.013 0.013 0.14
H 0.389 0.144 -4.553 0.09
H -3.451 -1.988 -1.608 0.10
H -2.583 -0.483 -2.041 0.09
H -2.121 -2.028 -2.793 0.10
H 3.139 1.430 1.959 0.13
H -1.355 2.509 -1.412 0.10
H -0.102 1.224 0.226 0.12
H -2.527 3.761 -4.537 0.08
H 2.524 -1.243 3.521 0.05
H 0.103 -1.295 3.218 0.10
H -3.692 0.493 2.378 0.12
H 1.626 -1.122 -2.873 0.11
H 0.000 0.419 4.813 0.09
H -0.808 -1.074 5.368 0.10
H -1.399 4.054 -3.207 0.09
H 4.289 -1.392 1.789 0.10

***

(3)
64
Properties=species:S:1:pos:R:3:lowdin_charge:R:1 method="wB97M-V/def2-TZVPD" e_lumo_ev=-5.03 e_tot_ha=-3955.83854 e_above_lowest_ev=0.000 charge=+2
Cd 0.497 -0.587 0.284 1.38
As -2.337 -2.543 1.614 0.97
O -0.783 -1.944 1.554 -0.63
O 1.817 -4.063 -1.403 0.09
O 1.801 -2.701 0.275 -0.02
N 1.365 0.159 2.454 -0.10
N 2.533 0.491 -0.138 0.08
N -0.908 1.096 0.926 0.07
N -0.070 -1.040 -3.369 -0.01
N -0.364 0.088 -2.595 0.04
N 0.790 -2.028 -1.518 0.05
N -1.373 2.718 2.355 0.19
N 0.842 -3.125 -3.632 0.23
N 4.177 1.738 0.660 0.19
N 1.515 -3.010 -0.876 -0.42
C 0.513 1.221 2.990 -0.11
C 0.545 -2.116 -2.827 -0.40
C 4.273 1.828 -0.722 -0.17
C -2.336 2.808 1.361 -0.18
C 4.972 2.336 -2.913 -0.06
C -2.938 -3.040 -0.141 -0.19
C 3.079 0.851 -2.585 -0.03
C 3.237 1.029 -1.211 -0.22
C -3.946 2.371 -0.807 -0.07
C -0.564 1.679 2.048 -0.31
C 5.158 2.502 -1.556 0.01
C -3.555 -1.228 2.301 -0.19
C -3.422 3.658 1.186 0.01
C -2.396 -4.087 2.742 -0.19
C -4.216 3.422 0.082 -0.06
C -2.861 1.537 -0.627 -0.04
C 3.952 1.515 -3.420 -0.07
C 3.134 0.927 0.941 -0.31
C 2.786 0.485 2.331 -0.11
C -2.036 1.777 0.470 -0.24
H -2.401 -3.930 -0.465 0.05
H -4.008 -3.240 -0.141 0.05
H 4.791 2.168 1.331 0.18
H -3.642 4.459 1.878 0.12
H 3.099 1.243 3.056 0.13
H 1.116 2.084 3.291 0.13
H -0.212 -1.010 -4.366 0.16
H 0.649 -3.076 -4.619 0.14
H 5.956 3.118 -1.167 0.12
H 3.366 -0.417 2.544 0.15
H -4.611 2.212 -1.645 0.11
H -2.673 0.705 -1.293 0.08
H -3.562 -0.365 1.634 0.02
H -2.061 -3.807 3.739 0.05
H -1.295 3.308 3.167 0.18
H 3.866 1.393 -4.491 0.11
H -1.322 0.362 -2.770 0.08
H -3.221 -0.925 3.292 0.05
H -5.074 4.054 -0.097 0.12
H 5.638 2.835 -3.603 0.12
H -3.411 -4.478 2.791 0.05
H 1.307 -3.932 -3.247 0.10
H -4.559 -1.645 2.369 0.05
H -1.726 -4.843 2.336 0.05
H -2.721 -2.215 -0.819 0.02
H 0.245 0.859 -2.855 0.09
H 2.331 0.177 -2.981 0.08
H 0.012 0.865 3.895 0.14
H 1.245 -0.684 2.999 0.11